[1]
DFT (ωB97M-V/def2-TZVPD) results for a molecular structure, C53H122AsF6NOP3 in a non-equilibrium geometry.

Geometry as ORCA input:
```
! wB97M-V def2-TZVPD RIJCOSX def2/J DEFGRID3
* xyz 3 1
As -0.865 -0.301 0.984
F -1.900 -0.105 -0.408
F -1.163 1.403 1.372
F 0.212 -0.432 2.336
F -0.474 -2.013 0.661
F 0.501 0.118 -0.061
F -2.126 -0.791 2.065
C 1.005 -3.633 3.009
N 1.156 -4.965 3.788
C 0.704 -6.105 2.940
C 2.618 -5.102 4.052
C 0.380 -4.848 5.103
C -1.082 -4.445 4.884
O -1.126 -3.024 4.924
H 1.784 -3.662 2.252
H 1.226 -2.854 3.732
H 0.015 -3.577 2.572
H 1.343 -6.111 2.062
H -0.336 -6.031 2.636
H 0.790 -6.984 3.579
H 2.803 -6.029 4.600
H 2.894 -4.324 4.761
H 3.167 -5.149 3.119
H 0.922 -4.168 5.750
H 0.453 -5.898 5.395
H -1.616 -4.735 5.792
H -1.476 -4.948 3.999
H -1.964 -2.752 5.308
C 5.278 2.463 -4.517
C 4.688 1.087 -4.171
C 4.944 0.387 -2.854
C 4.313 1.133 -1.668
P 4.903 0.484 -0.076
C 4.852 -1.306 0.025
C 3.357 -1.724 -0.038
C 3.085 -3.207 -0.354
C 3.410 -3.786 -1.753
C 3.830 1.271 1.153
C 3.768 2.803 1.098
C 2.404 3.326 1.643
C 2.213 2.922 3.092
C 6.601 1.151 0.090
C 7.312 0.801 1.394
C 8.806 1.129 1.363
C 9.475 0.628 2.658
H 4.451 3.166 -4.584
H 5.934 2.401 -5.380
H 5.943 2.905 -3.763
H 5.027 0.439 -4.986
H 3.612 1.146 -4.364
H 6.025 0.281 -2.714
H 4.587 -0.646 -2.879
H 3.223 1.191 -1.678
H 4.661 2.167 -1.726
H 5.288 -1.660 0.959
H 5.382 -1.756 -0.817
H 2.863 -1.039 -0.731
H 2.973 -1.537 0.966
H 2.104 -3.561 -0.039
H 3.806 -3.703 0.311
H 3.746 -4.809 -1.606
H 4.300 -3.283 -2.145
H 2.583 -3.619 -2.436
H 4.220 1.029 2.146
H 2.831 0.833 1.067
H 3.889 3.211 0.091
H 4.556 3.285 1.681
H 1.686 2.779 1.021
H 2.317 4.394 1.461
H 1.353 3.435 3.519
H 3.122 3.082 3.676
H 2.037 1.846 3.157
H 6.490 2.209 -0.164
H 7.199 0.815 -0.765
H 7.149 -0.217 1.760
H 6.809 1.360 2.195
H 9.078 2.182 1.294
H 9.243 0.628 0.498
H 9.627 -0.454 2.613
H 8.954 0.865 3.584
H 10.495 1.009 2.724
C -2.371 6.703 -2.827
C -2.045 5.540 -1.879
C -2.779 5.495 -0.539
C -2.788 4.170 0.248
P -3.885 3.986 1.655
C -4.920 2.514 1.354
C -5.658 1.776 2.489
C -4.910 0.494 2.864
C -5.365 -0.095 4.213
C -2.902 3.683 3.170
C -2.093 4.909 3.559
C -1.309 4.615 4.848
C -0.459 5.762 5.362
C -4.893 5.519 1.883
C -6.268 5.321 2.524
C -6.256 5.402 4.049
C -5.769 6.737 4.561
H -2.298 7.637 -2.270
H -3.361 6.585 -3.273
H -1.714 6.698 -3.694
H -0.961 5.544 -1.727
H -2.182 4.630 -2.481
H -3.657 6.136 -0.593
H -2.070 6.098 0.045
H -1.787 4.027 0.667
H -2.880 3.276 -0.377
H -4.241 1.796 0.884
H -5.611 2.885 0.590
H -6.652 1.535 2.114
H -5.768 2.426 3.361
H -3.832 0.635 2.782
H -5.102 -0.270 2.103
H -4.695 -0.929 4.422
H -6.357 -0.543 4.148
H -5.377 0.684 4.972
H -2.269 2.804 3.034
H -3.648 3.458 3.935
H -2.756 5.722 3.886
H -1.402 5.437 2.896
H -0.628 3.786 4.597
H -1.895 4.170 5.656
H -1.060 6.656 5.534
H 0.352 5.975 4.660
H 0.072 5.512 6.280
H -4.970 5.876 0.853
H -4.108 6.186 2.251
H -6.600 4.329 2.178
H -7.149 5.805 2.093
H -5.644 4.601 4.497
H -7.188 5.079 4.519
H -6.063 7.515 3.849
H -4.701 6.910 4.711
H -6.219 7.003 5.519
C -4.603 -2.710 -0.327
C -4.465 -3.133 -1.793
C -3.553 -2.152 -2.572
C -3.039 -2.710 -3.910
P -1.245 -2.683 -4.020
C -0.764 -0.901 -3.675
C 0.339 -0.313 -4.561
C 0.341 1.200 -4.537
C 1.250 1.884 -5.631
C -0.534 -3.705 -2.682
C -1.156 -5.123 -2.653
C -0.679 -5.813 -1.372
C -1.336 -5.234 -0.098
C -0.662 -3.105 -5.671
C -0.928 -4.551 -6.142
C -0.627 -4.729 -7.645
C -0.409 -6.184 -8.059
H -5.333 -3.394 0.110
H -4.961 -1.698 -0.148
H -3.650 -2.879 0.176
H -5.417 -3.274 -2.310
H -4.086 -4.159 -1.809
H -2.790 -1.796 -1.879
H -4.160 -1.296 -2.864
H -3.451 -2.173 -4.770
H -3.302 -3.734 -4.203
H -0.475 -0.888 -2.622
H -1.715 -0.389 -3.826
H 0.141 -0.594 -5.601
H 1.307 -0.761 -4.323
H 0.676 1.536 -3.553
H -0.637 1.629 -4.749
H 0.611 2.473 -6.288
H 1.750 1.168 -6.281
H 1.916 2.577 -5.126
H -0.704 -3.151 -1.759
H 0.502 -3.687 -3.029
H -0.894 -5.640 -3.575
H -2.245 -5.112 -2.656
H 0.406 -5.907 -1.326
H -1.031 -6.846 -1.304
H -2.355 -4.901 -0.335
H -0.942 -4.306 0.331
H -1.516 -5.944 0.709
H 0.387 -2.814 -5.653
H -1.274 -2.458 -6.306
H -1.947 -4.921 -5.996
H -0.338 -5.272 -5.569
H 0.343 -4.268 -7.865
H -1.374 -4.185 -8.222
H 0.167 -6.295 -8.976
H -1.374 -6.687 -8.087
H 0.278 -6.670 -7.359
*
```

Output
**Relative energy (zero: lowest compared OMol25 entry of this formula, charge and spin)**: 0.00 kcal per mole
**Energy**: -6080.92504 a.u.
**Frontier orbital gap**: 10.752 eV


[2]
DFT (ωB97M-V/def2-TZVPD) results for a single C23H29ClN4O molecule.

Geometry as ORCA input:
```
! wB97M-V def2-TZVPD RIJCOSX def2/J DEFGRID3
* xyz 0 1
C 3.923 -2.416 -6.387
C 2.919 -2.238 -5.256
H 2.128 -2.985 -5.340
H 2.457 -1.251 -5.322
C 3.590 -2.390 -3.887
N 2.646 -2.244 -2.816
C 2.178 -1.098 -2.278
C 1.234 -1.448 -1.336
C 1.199 -2.862 -1.383
N 2.055 -3.312 -2.282
C 0.343 -3.760 -0.567
H -0.676 -3.761 -0.956
H 0.731 -4.773 -0.604
H 0.311 -3.407 0.461
C 0.418 -0.586 -0.440
N 0.682 -0.805 0.982
C 2.068 -1.003 1.399
C 2.468 0.231 2.209
H 2.856 1.015 1.556
H 3.219 0.006 2.964
C 1.133 0.656 2.810
H 0.879 0.019 3.659
H 1.105 1.698 3.126
C 0.146 0.365 1.680
C -1.257 0.068 2.203
O -1.544 -0.688 3.104
N -2.138 0.788 1.482
C -1.560 1.711 0.536
C -0.042 1.498 0.631
C 0.580 0.929 -0.644
H 0.097 1.286 -1.552
H 1.641 1.182 -0.690
H 0.452 2.419 0.943
H -1.845 2.738 0.796
H -1.941 1.499 -0.470
C -3.559 0.786 1.740
C -3.984 2.049 2.444
C -4.842 2.953 1.836
C -5.188 4.121 2.498
C -4.683 4.406 3.755
C -3.821 3.502 4.354
C -3.472 2.331 3.706
H -2.804 1.624 4.172
H -3.425 3.715 5.335
H -4.962 5.320 4.256
Cl -6.264 5.240 1.734
H -5.247 2.752 0.856
H -3.749 -0.082 2.379
H -4.099 0.669 0.795
H 2.101 -1.894 2.036
H 2.719 -1.175 0.539
H -0.643 -0.845 -0.585
H 2.542 -0.143 -2.600
H 4.379 -1.640 -3.772
H 4.027 -3.387 -3.798
H 4.374 -3.404 -6.343
H 4.715 -1.673 -6.317
H 3.432 -2.304 -7.350
*
```

Output
**Relative energy (zero: lowest compared OMol25 entry of this formula, charge and spin)**: 1.65 kcal per mole
**Energy**: -1648.32575 a.u.
**Frontier orbital gap**: 9.105 eV
**SMILES string**: CCCn1cc([C@@H]2C[C@H]3CN(Cc4cccc(Cl)c4)C(=O)[C@]34CCCN24)c(C)n1